Density functional theory data (ωB97M-V with the def2-TZVPD basis set) for an isolated molecule of C10H9NO2.

The frontier orbital gap comes out at 9.41 eV. The SMILES is N#CC[C@H]1COc2ccccc2O1. The energy above the lowest of the compared OMol25 structures with the same formula, charge and spin comes out at 34.0 kcal/mol. The net charge is 0.

Last column: Mulliken charge in e.
Cartesian coordinates (Å):
O1 -0.187774 -0.484824 -1.842408  -0.45
O2 -1.125869 0.482869 0.648481  -0.45
N1 0.520786 3.908240 1.346474  -0.48
C1 -0.130279 -1.440467 1.647115  -0.70
C2 0.697892 -2.593558 1.597039  -0.39
C3 -1.002792 1.335705 -0.474565  -0.18
C4 -0.345679 -0.671690 0.532025  0.70
C5 0.995703 -2.183053 -0.693306  -0.71
C6 0.374076 2.095810 -0.592621  -0.33
C7 0.136279 -1.087398 -0.687314  0.50
C8 -1.217708 0.496156 -1.747567  -0.47
C9 0.434354 3.028893 0.555558  0.15
C10 1.222258 -2.982786 0.403633  -0.50
H1 0.473121 2.727743 -1.468551  0.39
H2 -1.743305 2.141375 -0.382711  0.48
H3 -2.239984 0.000854 -1.634064  0.26
H4 -0.546095 -1.044570 2.543575  0.43
H5 1.326352 -2.506267 -1.665908  0.36
H6 0.788815 -3.225255 2.517350  0.30
H7 1.221708 1.394082 -0.619124  0.29
H8 1.704650 -3.910122 0.303266  0.44
H9 -1.106237 1.094448 -2.707731  0.35

Cartesian forces (eV/Å) of the 2 atoms listed first:
-0.072 0.473 -0.827
0.611 -0.022 -0.176

***

Density functional theory data (ωB97M-V with the def2-TZVPD basis set) for a structure of composition C3H2BrGdNO5S.

The frontier orbital gap (spin up / spin down) comes out at 6.96 / 4.33 eV. As for the spin multiplicity: 8. The net charge is +3. The expectation value of S² is 16.795.

Last column: Mulliken charge in e.
Cartesian coordinates (Å):
Gd1 -0.668609 2.952820 1.838534  1.79
Br1 1.663694 2.062135 0.919370  0.26
S1 -1.185369 -0.353094 -1.468192  0.99
O1 -1.127348 -1.501098 -2.505211  -0.10
O2 0.221508 0.661373 -1.339827  -0.27
O3 -2.268609 0.598207 -2.033679  -0.23
O4 -1.500295 -0.794420 0.184409  -0.24
O5 0.620811 -1.657552 0.100933  -0.21
N1 3.316123 -1.668146 0.696790  -0.21
C1 -0.135148 -0.536595 0.752305  0.25
C2 0.163979 0.985059 0.124547  0.25
C3 2.007041 -1.591438 0.600089  0.28
H1 -0.170098 -0.598080 1.943466  0.61
H2 -0.937680 1.440831 0.186466  -0.15

Cartesian forces (eV/Å) of the 2 atoms listed first:
-1.788 2.218 1.797
0.173 -1.680 -1.708

***

Density functional theory data (ωB97M-V with the def2-TZVPD basis set) for a cluster of 2 separate species, CH6NS in total.

The frontier orbital gap comes out at 10.29 eV. The energy above the lowest of the compared OMol25 structures with the same formula, charge and spin comes out at 26.3 kcal/mol. The net charge is +1.

Last column: Mulliken charge in e.
Cartesian coordinates (Å):
S1 1.990882 0.219435 0.039111  -0.03
N1 -1.069664 0.553895 0.065678  -0.63
C1 0.589459 -0.649457 0.135331  -0.26
H1 -1.609971 1.136048 -0.582934  0.30
H2 2.117906 0.149071 -1.401871  0.24
H3 -1.723393 -0.164475 0.301840  0.33
H4 0.456266 -1.028228 1.090277  0.34
H5 -0.903788 1.216623 0.816794  0.34
H6 0.152306 -1.432913 -0.464226  0.37

Cartesian forces (eV/Å) of the 2 atoms listed first:
0.790 -0.059 -2.803
0.422 0.131 0.044